17
Properties=species:S:1:pos:R:3:forces:R:3 method="wB97M-V/def2-TZVPD" total_charge=0 relative_energy_kj_mol=174.1 smiles="CN[C@@H](C=O)CC=O"
C 1.382 -1.764 0.214 -0.4 0.6 -0.3
N 1.271 -0.383 0.654 -0.3 0.4 0.2
C -0.062 0.188 0.517 0.7 0.5 0.2
C -0.141 1.459 1.346 -0.1 -0.1 0.1
O -1.109 2.169 1.334 0.0 0.2 0.0
C -0.454 0.494 -0.945 -0.3 -0.9 0.4
C -1.941 0.549 -1.198 -0.2 -0.1 -0.1
O -2.458 0.043 -2.161 0.1 0.0 0.0
H 0.798 -2.375 0.904 0.5 -0.3 0.2
H 0.917 -1.944 -0.762 0.2 0.0 -0.2
H 2.442 -1.990 0.152 -0.1 -0.5 0.2
H 1.960 0.230 0.239 0.1 -0.2 -0.2
H -0.741 -0.512 1.014 -0.2 -0.1 -0.3
H 0.738 1.692 1.982 0.0 -0.1 -0.1
H 0.017 1.398 -1.293 0.1 0.6 0.0
H -0.054 -0.307 -1.553 0.0 -0.2 -0.3
H -2.564 1.054 -0.445 0.1 0.1 0.1

17
Properties=species:S:1:pos:R:3:forces:R:3 method="wB97M-V/def2-TZVPD" total_charge=0 relative_energy_kj_mol=473.9 smiles=O[C@@H]1[C@H]2N[C@@H]2C[C@H]1O
O 0.664 2.247 0.203 1.3 -0.1 -0.4
C 0.282 1.019 -0.382 -1.2 0.3 0.5
C -1.159 0.759 0.064 -0.8 -0.4 0.1
N -2.453 0.052 -0.349 1.2 0.3 -1.2
C -1.184 -0.688 -0.256 0.4 -0.6 0.9
C -0.182 -1.200 0.803 0.3 -0.4 0.9
C 1.015 -0.267 0.272 -0.7 -0.3 0.0
O 1.740 -0.899 -0.771 0.2 -0.1 -0.4
H 1.631 2.309 0.084 -0.5 0.3 0.2
H 0.361 1.008 -1.483 0.4 0.0 0.4
H -1.354 0.993 1.127 0.7 -0.2 -0.6
H -2.589 0.113 -1.374 -0.3 0.0 0.7
H -0.736 -0.892 -1.252 -0.4 0.1 0.6
H -0.402 -0.997 1.900 -0.1 0.2 -1.5
H 0.124 -2.266 0.830 -0.1 0.5 -0.6
H 1.661 0.015 1.099 0.2 0.2 0.1
H 2.580 -1.305 -0.517 -0.4 0.2 0.4